This record from OMol25 describes C6H9N5 in the gas phase. The level of theory is ωB97M-V/def2-TZVPD.

Geometry (Å):
C -2.368 -1.510 -0.176
C -1.779 -0.301 -0.124
C -2.546 1.024 0.299
C -0.246 -0.101 -0.141
N 0.435 -1.302 0.056
C 1.713 -1.089 0.016
N 2.629 -2.121 0.210
N 2.394 0.123 -0.162
C 1.559 1.141 -0.150
N 1.921 2.496 0.209
N 0.151 1.077 -0.114
H -3.463 -1.546 -0.146
H -2.044 -2.537 -0.077
H -2.092 1.534 1.136
H -2.627 1.676 -0.621
H -3.601 0.815 0.383
H 2.403 -3.192 0.037
H 3.552 -1.901 0.236
H 1.162 3.028 -0.428
H 2.849 2.686 -0.445

Atomic forces in eV per Å
-1.2597 0.7612 0.4892
0.5171 0.6621 1.3005
-0.1760 -1.1300 -3.4728
-4.3245 -5.4436 1.1773
-0.0361 1.7459 -0.8476
2.9343 -0.9111 -0.1968
-4.4173 -3.3538 -0.6912
-1.7639 0.5755 0.2210
-1.0143 1.0360 2.4627
1.2750 0.4382 -6.3506
3.6097 2.2460 -0.9944
0.1720 0.4641 0.1385
1.2189 0.3557 -0.6427
0.0116 -0.0076 0.0433
0.8254 -0.1120 1.0670
-0.2593 -0.4108 0.9097
0.2533 3.5875 0.6205
2.9225 0.9027 -0.0930
1.9567 -0.9942 2.3077
-2.4455 -0.4118 2.5518

2S+1   1
HOMO-LUMO gap   9.9321 eV
Highest occupied orbital energy   -9.4 eV
SMILES string   C=C(C)c1nc(N)nc(N)n1
Electronic energy   -507.77099 Ha
ΔE to the lowest compared entry with this formula, charge and spin   30.03 kcal per mole

In elementary charge units, the Löwdin charges are: 0.043, -0.231, -0.064, -0.341, 0.173, -0.436, 0.122, 0.158, -0.416, 0.057, 0.150, 0.057, 0.057, 0.065, 0.083, 0.052, 0.165, 0.031, 0.128, 0.145

=====

This record from OMol25 describes a molecular structure, C26H25N8RbS2. The level of theory is ωB97M-V/def2-TZVPD.

Geometry (Å):
Rb 1.094 0.103 0.383
C 1.928 3.222 4.902
C 1.601 2.772 3.503
N 2.211 1.827 2.888
N 3.151 1.145 3.600
C 4.055 0.529 2.867
N 4.914 -0.262 3.629
S 4.342 0.586 1.182
C 0.507 3.461 2.769
C -0.283 4.423 3.407
C -1.293 5.052 2.696
C -1.490 4.718 1.368
C -0.662 3.747 0.815
N 0.300 3.135 1.487
H 2.845 2.734 5.219
H 1.135 2.956 5.607
H 2.057 4.307 4.945
H 4.488 -0.590 4.484
H 5.364 -0.973 3.075
H -0.114 4.666 4.446
H -1.918 5.793 3.180
H -2.270 5.174 0.772
H -0.790 3.432 -0.215
N -1.603 0.861 -3.957
C -0.389 0.750 -4.599
C -0.043 0.590 -5.925
C 1.321 0.524 -6.235
C 2.279 0.620 -5.230
C 1.925 0.780 -3.892
C 0.571 0.842 -3.558
N -0.031 0.986 -2.342
C -1.358 0.991 -2.588
C -2.417 1.112 -1.676
C -3.804 1.150 -1.979
S -4.720 1.265 -0.507
C -3.219 1.277 0.380
N -2.147 1.194 -0.318
H -2.509 0.735 -4.366
H -0.798 0.517 -6.700
H 1.630 0.393 -7.265
H 3.328 0.563 -5.494
H 2.680 0.851 -3.119
H -4.298 1.049 -2.930
H -3.217 1.352 1.459
C 1.458 -5.312 1.331
C 0.109 -5.141 0.699
C -0.712 -6.213 0.421
C -1.967 -6.054 -0.169
C -2.385 -4.759 -0.486
C -1.607 -3.650 -0.233
C -2.050 -2.263 -0.583
C -0.309 -3.791 0.387
N 0.450 -2.760 0.653
H 1.664 -6.365 1.542
H 1.529 -4.739 2.261
H 2.247 -4.916 0.684
H -0.363 -7.213 0.673
H -2.597 -6.911 -0.379
H -3.357 -4.610 -0.952
H -3.048 -2.251 -1.027
H -1.358 -1.791 -1.288
H -2.055 -1.617 0.300

Atomic forces in eV per Å
-0.1433 0.1104 0.0289
0.0117 -0.0208 0.0237
-0.1095 0.0138 -0.0700
0.1528 -0.1031 0.0589
-0.0433 0.1316 -0.0139
-0.0987 -0.1761 -0.0188
0.0175 0.0389 -0.0239
0.1169 0.0538 0.0115
0.0409 -0.0123 0.0495
0.0049 0.0015 -0.0284
0.0069 -0.0079 -0.0058
-0.0011 0.0061 -0.0056
-0.0102 -0.0027 -0.0068
0.0279 -0.0743 -0.0320
-0.0014 0.0050 0.0006
-0.0159 -0.0020 -0.0124
0.0102 0.0026 -0.0037
0.0052 0.0149 -0.0035
-0.0023 0.0079 0.0046
-0.0079 0.0015 0.0041
-0.0027 0.0001 -0.0043
-0.0015 0.0012 0.0028
-0.0072 -0.0050 -0.0109
0.0020 0.0592 0.0218
-0.0049 -0.0205 0.0151
0.0113 0.0148 -0.0189
-0.0174 -0.0021 -0.0036
0.0023 0.0009 0.0104
0.0125 0.0044 0.0081
-0.0004 0.0137 -0.0492
-0.0356 0.0015 0.0274
0.0672 -0.0118 -0.0256
-0.0920 -0.0079 0.0440
0.0795 0.0198 0.0392
0.0185 -0.0014 -0.0474
0.0122 0.0044 0.0504
0.0333 -0.0377 -0.0212
-0.0028 -0.0277 0.0078
0.0032 -0.0050 -0.0022
-0.0030 0.0017 0.0002
0.0026 0.0011 0.0013
0.0003 -0.0073 -0.0026
-0.0073 -0.0069 -0.0026
-0.0086 -0.0074 0.0030
-0.0349 0.0525 -0.0309
0.0678 0.0626 0.0481
-0.1292 0.1245 -0.0648
-0.0711 -0.1408 -0.0207
0.1457 -0.0443 0.0681
-0.0016 0.0862 -0.0266
0.0485 0.0021 0.0223
-0.0776 -0.3606 0.0074
-0.0386 0.1724 -0.0401
0.0135 0.0095 0.0059
0.0073 -0.0111 0.0472
0.0341 -0.0107 -0.0168
0.0283 0.0150 0.0114
-0.0009 0.0021 -0.0009
0.0052 0.0248 0.0000
-0.0014 0.0021 0.0112
0.0172 0.0206 -0.0342
-0.0353 0.0224 0.0135

2S+1   1
HOMO-LUMO gap (alpha / beta)   4.8812 / 3.5790 eV
Highest occupied orbital energy (alpha / beta)   -0.9 / 0.5 eV
Net charge   -2
Electronic energy   -2264.28405 Ha
ΔE to the lowest compared entry with this formula, charge and spin   0.00 kcal per mole

In elementary charge units, the Löwdin charges are: 0.573, -0.063, -0.301, 0.000, -0.062, -0.981, 0.006, 0.365, -0.227, -0.042, -0.094, -0.078, -0.143, 0.108, 0.052, 0.075, 0.068, 0.064, 0.042, 0.089, 0.094, 0.095, 0.099, 0.142, -0.212, -0.063, -0.153, -0.140, -0.034, -0.262, 0.076, -0.307, -0.383, -0.429, 0.845, -0.516, 0.012, 0.130, 0.090, 0.075, 0.083, 0.103, 0.018, 0.067, -0.098, -0.269, -0.126, -0.175, -0.116, -0.256, -0.079, -0.421, 0.032, 0.056, 0.065, 0.067, 0.085, 0.057, 0.090, 0.071, 0.070, 0.064

=====

This record from OMol25 describes a molecular structure, C31H38IrN4O3P2Se2. The level of theory is ωB97M-V/def2-TZVPD.

Geometry (Å):
Ir 0.251 0.145 0.549
Se -1.924 2.100 1.170
P -2.167 1.891 -1.011
Se -0.243 1.164 -1.798
C -2.679 3.483 -1.721
C -1.917 4.123 -2.689
C -2.362 5.327 -3.206
C -3.549 5.880 -2.753
C -4.305 5.233 -1.788
C -3.875 4.029 -1.265
C -3.475 0.700 -1.459
C -4.452 0.326 -0.548
C -5.420 -0.589 -0.926
C -5.409 -1.123 -2.206
C -4.443 -0.729 -3.122
C -3.472 0.186 -2.752
H -0.991 3.681 -3.036
H -1.776 5.833 -3.955
H -3.884 6.823 -3.153
H -5.227 5.670 -1.437
H -4.461 3.520 -0.509
H -4.455 0.751 0.446
H -6.190 -0.877 -0.225
H -6.161 -1.836 -2.498
H -4.447 -1.129 -4.124
H -2.725 0.510 -3.467
C 4.891 3.465 1.668
C 4.069 3.223 0.565
C 2.951 2.426 0.695
C 2.590 1.867 1.935
C 1.451 1.027 2.080
C 1.082 0.627 3.366
C 1.839 0.971 4.485
C 2.987 1.719 4.341
C 3.390 2.180 3.074
C 4.554 2.955 2.901
H 5.782 4.061 1.554
H 4.311 3.666 -0.389
H 2.309 2.237 -0.160
H 0.178 0.050 3.519
H 1.522 0.649 5.464
H 3.575 1.981 5.205
H 5.172 3.148 3.764
C 1.881 -1.608 -1.981
N 2.843 -2.548 -2.503
C 4.194 -2.074 -2.235
N 4.375 -1.940 -0.796
C 3.416 -0.997 -0.269
N 2.019 -1.436 -0.514
C 1.878 -2.778 0.099
N 2.837 -3.720 -0.431
C 2.654 -3.848 -1.871
C 4.188 -3.239 -0.165
H 0.874 -1.973 -2.208
H 2.024 -0.635 -2.464
H 4.341 -1.105 -2.716
H 4.917 -2.786 -2.636
H 3.571 -0.026 -0.745
H 3.567 -0.895 0.808
H 0.868 -3.154 -0.084
H 2.040 -2.683 1.176
H 1.643 -4.207 -2.079
H 3.379 -4.560 -2.269
H 4.914 -3.951 -0.559
H 4.333 -3.140 0.911
C 0.154 -3.039 3.181
O -0.906 -2.148 2.863
P -1.226 -1.540 1.423
O -1.710 -2.913 0.707
C -2.230 -2.950 -0.609
O -2.571 -0.753 1.771
C -3.624 -1.384 2.514
H -0.053 -3.409 4.186
H 1.112 -2.509 3.186
H 0.181 -3.876 2.484
H -1.510 -2.564 -1.334
H -3.154 -2.373 -0.693
H -2.438 -3.997 -0.820
H -4.513 -0.772 2.376
H -3.366 -1.420 3.571
H -3.796 -2.393 2.141

Atomic forces in eV per Å
-0.7588 1.2456 -1.9520
1.8990 -1.2387 -0.7533
-0.6198 0.5392 0.1184
0.1839 -0.6739 0.8375
0.3541 -0.5772 0.1504
0.0205 -0.1300 0.0795
0.0309 0.0240 -0.0089
0.0918 0.0185 -0.0679
-0.0952 0.0050 0.1199
0.0328 -0.0706 0.0126
0.5928 0.1884 0.1615
0.0557 0.0757 0.1051
-0.1081 -0.0108 -0.0262
0.0676 0.0533 -0.0088
0.0190 0.0165 0.0197
0.0185 0.0329 -0.0583
0.0197 0.0541 -0.0278
0.0456 0.0840 -0.1097
-0.0614 0.1082 -0.0558
-0.0800 0.0387 0.0142
-0.0628 0.0040 0.0080
0.0257 -0.0199 0.0683
-0.0505 -0.0228 0.0372
-0.1339 -0.1087 -0.0379
-0.0167 -0.0421 -0.1007
-0.0017 -0.0715 -0.0241
-0.1272 0.0550 -0.4597
0.3661 0.1669 0.1741
-0.4353 -0.3643 0.1177
0.1464 0.2754 -0.7302
-1.5991 -2.2177 -0.5309
0.0383 0.4064 1.3881
-0.6522 -0.4975 -0.2906
0.3530 0.1953 -0.0730
-0.0073 0.0312 -0.4244
-0.3619 -0.2583 0.3759
0.0709 0.0774 0.0041
0.0344 -0.0156 -0.0848
0.0555 0.0956 -0.0073
0.0600 0.0410 -0.0426
0.0024 -0.0856 0.1197
0.1064 0.0724 0.1624
0.1103 0.0551 0.0907
-0.2470 0.0476 -0.6001
-0.1966 0.0332 -0.7348
-0.1572 0.0518 0.0399
0.6502 0.4362 0.2290
0.4939 0.2179 0.1990
-1.1272 1.0303 0.8518
0.0599 -0.5232 0.3040
-0.2763 -0.5392 0.3938
-0.0905 0.1040 0.0478
-0.1133 0.1067 0.0563
0.0135 0.1092 0.1011
-0.0365 -0.0866 0.0858
0.0403 -0.0186 -0.0088
-0.0210 0.0559 0.0289
-0.0838 -0.0116 0.0229
-0.0762 0.0284 -0.0166
-0.0010 0.0844 -0.0224
-0.0565 0.0752 -0.0987
0.0468 -0.0434 -0.0161
-0.0738 0.0383 -0.0001
-0.0149 0.0335 0.0198
0.0324 -0.0435 0.0271
0.3327 -0.2979 0.2409
-0.1372 0.4797 -0.4344
-0.2727 0.3465 1.8950
1.3043 1.4128 0.6584
-0.3658 -0.0678 -0.9475
1.0350 -0.3407 -0.6142
-0.3368 -0.3378 0.1785
0.0564 0.0206 -0.1586
-0.1075 -0.0363 -0.0235
0.0167 -0.0084 0.0222
0.0154 -0.0338 -0.0015
0.0254 0.0221 0.0926
0.0231 0.0795 -0.0513
0.0705 -0.0257 -0.0401
0.0415 0.0147 -0.0714
-0.0957 0.0313 0.0551

2S+1   2
HOMO-LUMO gap (alpha / beta)   6.1928 / 4.9271 eV
Highest occupied orbital energy (alpha / beta)   -13.7 / -13.6 eV
<S²>   0.7832
Net charge   +2
Electronic energy   -7238.21423 Ha
ΔE to the lowest compared entry with this formula, charge and spin   73.73 kcal per mole

In elementary charge units, the Löwdin charges are: 0.713, 0.497, 0.257, 0.392, -0.405, -0.097, -0.053, -0.045, -0.050, -0.089, -0.406, -0.120, -0.064, -0.054, -0.053, -0.099, 0.071, 0.115, 0.118, 0.118, 0.109, 0.076, 0.117, 0.117, 0.117, 0.097, -0.013, -0.016, -0.013, -0.183, -0.183, -0.091, -0.014, 0.052, -0.150, 0.034, 0.125, 0.123, 0.078, 0.084, 0.125, 0.136, 0.132, -0.214, -0.082, -0.143, -0.082, -0.171, -0.128, -0.193, -0.079, -0.142, -0.144, 0.115, 0.100, 0.136, 0.141, 0.125, 0.130, 0.114, 0.109, 0.135, 0.141, 0.140, 0.135, -0.081, -0.302, 0.632, -0.273, -0.077, -0.425, -0.058, 0.108, 0.078, 0.094, 0.079, 0.079, 0.109, 0.094, 0.099, 0.099

=====

This record from OMol25 describes a molecular structure, C3H2NiO2. The level of theory is ωB97M-V/def2-TZVPD.

Geometry (Å):
O -1.210 1.149 1.065
C -0.192 0.489 1.063
C -0.429 -1.201 -0.078
H -1.086 -1.655 -0.825
C 0.587 -0.163 -0.280
O 0.890 -1.521 0.117
H 0.503 0.507 1.934
Ni 1.272 0.940 -1.727

Atomic forces in eV per Å
2.7996 -1.8243 -0.4442
-2.2639 3.1160 0.4322
0.6964 -0.7197 -0.6550
-0.0904 -0.2179 0.5438
-0.5446 -0.3580 0.5105
-0.4883 1.0524 -0.4831
-0.1526 -0.8763 -0.2373
0.0437 -0.1722 0.3331

2S+1   4
HOMO-LUMO gap (alpha / beta)   8.5672 / 6.9321 eV
Highest occupied orbital energy (alpha / beta)   -14.1 / -14.9 eV
<S²>   3.7685
Net charge   +1
Electronic energy   -1773.72763 Ha
ΔE to the lowest compared entry with this formula, charge and spin   51.40 kcal per mole

In elementary charge units, the Löwdin charges are: 0.166, -0.131, -0.019, 0.153, -0.207, 0.073, 0.191, 0.774

=====

Look up the electronic energy of the first one.
-507.77099 Ha